Record 1
82
Properties=species:S:1:pos:R:3:forces:R:3 method="wB97M-V/def2-TZVPD" total_energy_ha=-2779.56382 e_lumo_ev=-6.924 homo_ev=-11.3 e_above_lowest_ev=2.047 max_force_ev_per_a=4.59 charge=+2 orbital_gap_ev=4.419
C -1.632 -0.611 3.822 -0.556 -0.773 -0.347
C -2.083 0.020 2.622 -0.466 -1.035 0.061
C -1.845 -0.883 1.536 -0.939 -0.483 0.543
H -2.658 0.945 2.568 0.479 -0.140 -0.089
C -1.252 -2.082 2.064 -0.849 0.257 0.566
C -1.111 -1.904 3.477 -1.450 0.032 0.036
H -0.817 -2.678 4.188 0.116 0.458 -0.336
H -1.779 -0.243 4.840 0.332 -0.011 -0.471
H -2.188 -0.762 0.514 0.306 0.022 0.132
H -1.078 -3.004 1.518 0.202 0.331 0.014
Hf 0.302 -0.351 2.343 2.324 0.837 -1.168
Si 0.653 0.605 -1.014 1.099 0.075 -1.445
C -0.523 2.018 -1.006 0.127 0.032 0.035
C 0.126 3.198 -1.402 -0.644 0.037 -0.211
H 1.209 3.211 -1.515 -0.204 0.048 -0.051
C -0.624 4.326 -1.710 0.335 0.440 -0.096
H -0.095 5.216 -2.049 -0.206 -0.106 0.074
C -2.014 4.324 -1.608 0.331 -0.544 0.169
H -2.585 5.221 -1.860 0.130 -0.424 0.075
C -2.635 3.155 -1.154 -0.286 0.314 0.173
H -3.713 3.165 -1.051 -0.039 -0.114 0.054
C -1.910 2.010 -0.821 0.117 0.650 -0.289
H -2.429 1.137 -0.427 0.058 0.110 -0.294
C -0.294 -1.252 -1.816 -3.995 -1.540 1.650
C -1.707 -1.316 -2.132 0.955 -0.895 -0.150
H -2.239 -0.405 -2.444 0.352 -0.549 -0.174
C -2.322 -2.566 -2.196 -0.639 0.101 0.216
H -3.312 -2.656 -2.656 0.315 0.016 0.306
C -1.689 -3.703 -1.685 0.275 0.343 -0.089
H -2.168 -4.676 -1.756 0.064 0.181 -0.010
C -0.451 -3.578 -1.042 -0.122 0.023 0.269
H -0.009 -4.448 -0.549 -0.149 0.279 -0.079
C 0.233 -2.372 -1.056 -0.193 0.830 -1.307
H 1.172 -2.261 -0.502 -0.022 -0.187 -0.620
H 0.164 -0.140 0.310 -0.074 0.191 0.503
Si 0.545 -0.315 -3.205 2.089 2.518 -0.731
C 0.827 -1.708 -4.402 1.045 -0.619 0.026
C 0.183 -1.786 -5.653 -0.210 -0.431 0.668
H -0.111 -0.877 -6.179 -0.196 -0.249 0.218
C -0.137 -3.056 -6.159 0.279 0.036 0.024
H -0.728 -3.131 -7.066 0.116 0.023 0.049
C 0.275 -4.224 -5.505 0.113 0.577 0.211
H -0.049 -5.203 -5.855 0.142 0.256 -0.017
C 1.123 -4.116 -4.395 0.075 -0.145 -0.221
H 1.509 -5.015 -3.914 -0.017 0.214 -0.204
C 1.443 -2.865 -3.880 -0.692 -0.136 -0.101
H 2.096 -2.786 -3.005 -0.322 -0.079 -0.230
C -0.047 1.207 -4.234 -0.840 -0.114 -0.104
C -1.393 1.488 -4.517 -0.025 0.333 0.028
H -2.163 0.799 -4.175 -0.003 0.172 -0.078
C -1.783 2.634 -5.224 0.182 0.034 -0.071
H -2.844 2.837 -5.401 0.401 -0.159 0.044
C -0.818 3.522 -5.714 0.078 -0.354 0.275
H -1.124 4.404 -6.288 0.175 -0.343 0.293
C 0.538 3.251 -5.475 -0.201 -0.182 -0.048
H 1.300 3.944 -5.858 -0.314 -0.471 0.198
C 0.912 2.102 -4.761 -0.068 0.009 0.213
H 1.974 1.900 -4.614 -0.169 0.094 0.060
H 1.981 1.104 -0.665 0.129 0.148 0.791
Cl 2.463 -0.599 1.343 0.464 -0.353 0.521
C 3.000 -2.815 5.006 0.105 -0.026 0.069
C 2.095 -2.438 4.015 -0.278 1.314 0.165
N 1.457 -1.247 4.069 1.227 -0.259 -0.222
C 1.781 -0.332 5.026 0.408 -0.765 -0.166
C 2.663 -0.673 6.088 -0.822 0.348 -0.705
C 3.266 -1.947 6.060 -0.214 -0.322 -0.227
C 2.832 0.301 7.120 -0.158 0.741 0.400
C 2.191 1.514 7.073 0.520 -0.489 0.497
C 1.378 1.917 5.962 0.161 -0.738 -0.396
C 0.682 3.139 5.895 -0.216 -0.026 -0.248
C -0.098 3.428 4.784 0.056 0.147 -0.028
C -0.131 2.539 3.708 0.786 -1.184 0.243
N 0.532 1.346 3.757 -0.397 0.795 0.745
C 1.238 1.001 4.895 -0.640 0.722 -0.032
H 3.483 -3.788 4.897 -0.069 0.371 0.268
H 1.934 -3.020 3.102 -0.100 -0.022 0.569
H 3.935 -2.248 6.866 -0.114 0.120 -0.234
H 3.456 0.030 7.974 -0.180 0.230 -0.222
H 2.293 2.214 7.902 0.051 -0.189 -0.178
H 0.737 3.829 6.739 -0.026 -0.137 -0.282
H -0.691 4.339 4.719 0.271 -0.195 0.071
H -0.703 2.743 2.791 0.314 -0.022 0.451

***

Record 2
13
Properties=species:S:1:pos:R:3:forces:R:3 method="wB97M-V/def2-TZVPD" total_energy_ha=-554.70754 e_lumo_ev=-4.227 homo_ev=-14.4 e_above_lowest_ev=1.156 max_force_ev_per_a=2.16 charge=+1 orbital_gap_ev=10.219
O 1.017 -3.904 -0.313 -0.187 -0.050 -0.192
H 0.295 -4.083 -0.925 -0.087 0.108 -0.007
H 1.456 -4.759 -0.275 0.232 0.032 0.188
H 0.783 -0.188 0.050 -1.680 0.407 0.578
C -0.305 1.522 1.566 -0.752 -0.557 1.622
S -0.554 0.299 0.218 1.951 0.240 -0.536
C -0.514 1.324 -1.280 1.940 0.460 -0.838
H 0.698 1.866 1.837 -0.037 -0.006 -1.003
H -0.616 0.960 2.465 0.128 -0.154 -0.382
H -1.064 2.325 1.572 0.481 -0.271 -0.810
H 0.513 1.441 -1.675 0.138 0.385 1.290
H -0.811 0.897 -2.227 -1.723 -0.584 0.395
H -0.898 2.299 -1.013 -0.403 -0.009 -0.304

***

Record 3
51
Properties=species:S:1:pos:R:3:forces:R:3 method="wB97M-V/def2-TZVPD" total_energy_ha=-3935.43372 e_lumo_ev=-3.813 homo_ev=-10.4 e_above_lowest_ev=0.787 max_force_ev_per_a=0.56 charge=+1 orbital_gap_ev=6.549
Pt 1.372 0.311 0.507 0.205 0.127 -0.510
O -2.206 3.095 -0.185 -0.071 -0.011 0.003
C -1.156 2.275 -0.049 0.149 0.031 0.053
O -1.245 1.086 -0.164 0.027 -0.079 -0.006
C 0.111 3.071 0.234 -0.115 -0.106 -0.052
C -0.013 4.452 0.286 0.052 -0.006 0.016
C 1.110 5.224 0.487 -0.023 -0.007 -0.002
C 2.324 4.580 0.590 -0.005 -0.017 0.001
C 2.398 3.194 0.530 0.049 -0.018 0.006
N 1.292 2.433 0.380 -0.021 -0.017 0.059
C 3.762 2.500 0.592 -0.064 -0.024 0.011
O 4.840 3.281 0.735 -0.016 0.063 0.017
O 3.905 1.321 0.498 -0.062 -0.043 0.034
H -2.981 2.544 -0.378 0.046 0.029 0.012
H -0.985 4.901 0.170 -0.010 0.001 -0.004
H 1.043 6.301 0.550 0.007 0.002 -0.010
H 3.205 5.191 0.721 0.001 0.006 -0.005
H 4.642 4.220 0.808 0.029 -0.039 0.004
F 0.719 -4.928 2.970 0.001 0.022 -0.007
C 0.783 -3.592 2.923 -0.009 -0.045 0.032
C -0.396 -2.882 2.745 0.042 -0.023 0.000
C -0.324 -1.503 2.674 0.027 0.038 0.107
C 0.907 -0.842 2.788 -0.107 -0.006 0.139
C 1.003 0.589 2.469 0.024 -0.101 0.022
C 2.060 -1.594 3.040 -0.032 0.002 -0.021
C 2.007 -2.974 3.098 -0.031 0.005 -0.002
H -1.334 -3.419 2.693 -0.005 0.003 -0.009
H -1.224 -0.915 2.532 0.000 -0.009 -0.021
H 1.859 1.095 2.919 -0.021 0.013 0.020
H 0.080 1.148 2.629 0.004 0.006 -0.008
H 3.009 -1.086 3.154 0.004 -0.001 -0.016
H 2.889 -3.575 3.271 0.003 0.000 0.000
C 0.451 -1.374 -3.739 -0.015 -0.014 0.031
N -0.397 -1.708 -2.608 0.006 0.012 0.004
C 0.003 -1.906 -1.343 -0.068 -0.011 0.053
Se 1.755 -1.825 -0.671 -0.037 0.210 0.084
N -1.080 -2.188 -0.605 0.054 0.025 -0.014
C -2.223 -2.135 -1.388 -0.006 -0.011 0.004
C -3.566 -2.325 -1.102 0.006 0.006 -0.015
C -4.449 -2.198 -2.161 -0.005 -0.003 0.008
C -4.007 -1.896 -3.454 -0.002 0.000 -0.007
C -2.665 -1.710 -3.737 0.000 -0.001 0.015
C -1.784 -1.834 -2.673 -0.008 -0.005 -0.010
H 1.478 -1.309 -3.393 0.003 0.007 -0.012
H 0.142 -0.415 -4.153 0.006 -0.002 -0.010
H 0.368 -2.148 -4.500 0.007 0.005 -0.007
H -1.010 -2.333 0.392 -0.020 -0.011 0.016
H -3.909 -2.564 -0.105 0.000 -0.003 0.001
H -5.506 -2.341 -1.986 0.000 0.000 -0.002
H -4.732 -1.813 -4.252 -0.001 0.001 0.002
H -2.325 -1.482 -4.738 0.003 -0.002 -0.001

***

Record 4
12
Properties=species:S:1:pos:R:3:forces:R:3 method="wB97M-V/def2-TZVPD" total_energy_ha=-339.61715 e_lumo_ev=-0.133 homo_ev=-9.0 e_above_lowest_ev=5.864 smiles="CONCN=O" max_force_ev_per_a=2.32 charge=0 orbital_gap_ev=8.842
C 0.285 1.565 0.809 -0.281 0.066 0.068
O 0.369 0.991 -0.487 1.208 -1.965 -0.228
N 1.017 -0.412 -0.512 -1.174 1.719 0.252
C -0.042 -1.315 -0.865 -1.469 0.322 0.454
N -1.236 -1.180 0.158 -0.695 0.548 -1.285
O -2.280 -0.828 -0.351 1.911 -0.705 0.636
H 0.881 1.041 1.566 -0.031 0.012 -0.172
H 0.639 2.599 0.750 0.062 -0.156 -0.065
H -0.764 1.582 1.126 0.120 -0.107 0.121
H 1.299 -0.575 0.453 -0.025 0.031 0.011
H -0.436 -1.109 -1.865 0.110 0.079 0.154
H 0.267 -2.360 -0.781 0.263 0.157 0.052

***

Record 5
59
Properties=species:S:1:pos:R:3:forces:R:3 method="wB97M-V/def2-TZVPD" total_energy_ha=-3513.47616 e_lumo_ev="2.369 / 2.376" s2=2.0062 homo_ev="-4.3 / -5.2" spin_multiplicity=3 e_above_lowest_ev=0.000 max_force_ev_per_a=0.26 charge=-1 orbital_gap_ev="6.652 / 7.589"
Ni 1.060 0.319 -0.802 -0.006 -0.010 0.012
O -1.351 3.062 -3.539 -0.004 0.002 0.011
C -0.702 2.164 -2.765 0.003 0.068 0.022
O -0.378 2.398 -1.635 -0.023 0.084 0.038
C -0.442 0.871 -3.458 0.004 -0.167 -0.117
C -0.893 0.572 -4.730 -0.071 0.098 -0.057
C -0.591 -0.681 -5.254 0.026 -0.043 0.014
C 0.134 -1.577 -4.492 -0.032 0.052 -0.021
C 0.546 -1.192 -3.219 0.046 -0.016 0.003
N 0.264 0.006 -2.738 0.012 0.051 0.038
C 1.324 -2.129 -2.285 -0.026 -0.073 0.096
O 1.584 -3.247 -2.733 0.012 0.041 0.006
O 1.580 -1.637 -1.151 0.082 -0.084 -0.026
H -1.453 3.850 -2.985 -0.013 0.010 -0.024
H -1.462 1.302 -5.288 0.007 -0.014 -0.001
H -0.926 -0.947 -6.248 0.000 0.004 0.002
H 0.399 -2.569 -4.830 -0.004 -0.003 -0.001
C 2.703 -1.313 4.148 -0.023 -0.005 -0.004
C 1.652 -0.232 4.371 0.037 0.019 -0.018
N 0.398 -0.535 3.700 -0.043 0.011 -0.009
C -0.575 -1.294 4.477 -0.019 0.036 0.015
C -1.560 -0.387 5.204 0.019 0.008 -0.008
C 0.137 -0.173 2.416 0.132 -0.212 -0.063
S 1.360 0.674 1.561 -0.059 0.056 0.038
N -1.089 -0.527 2.008 -0.054 0.063 0.021
C -1.515 -0.473 0.746 -0.020 0.036 0.078
O -0.893 -0.243 -0.302 0.006 0.004 -0.030
C -2.990 -0.769 0.587 -0.003 -0.005 -0.034
C -3.825 -0.950 1.684 -0.023 -0.013 0.028
C -5.177 -1.206 1.504 0.001 0.002 -0.008
C -5.706 -1.290 0.223 0.018 0.003 -0.012
C -4.876 -1.114 -0.877 0.004 0.004 0.024
C -3.527 -0.853 -0.694 -0.007 -0.005 -0.009
H 3.623 -1.071 4.684 -0.008 0.003 -0.003
H 2.927 -1.388 3.085 0.007 -0.008 0.006
H 2.347 -2.284 4.500 0.003 0.004 -0.002
H 2.022 0.725 4.012 -0.010 0.007 0.010
H 1.430 -0.124 5.436 -0.004 -0.003 0.008
H -0.016 -1.898 5.197 0.019 -0.002 -0.012
H -1.107 -1.970 3.814 0.007 -0.012 -0.008
H -1.037 0.297 5.876 -0.010 -0.003 -0.001
H -2.267 -0.974 5.795 0.004 0.002 -0.005
H -2.115 0.205 4.476 -0.005 -0.002 0.004
H -3.395 -0.890 2.674 0.003 0.002 -0.002
H -5.819 -1.344 2.365 0.003 0.000 0.003
H -6.761 -1.493 0.082 0.001 0.000 0.001
H -5.282 -1.184 -1.879 0.001 0.001 -0.001
H -2.863 -0.715 -1.538 -0.001 0.005 0.005
F 6.102 3.474 -2.669 -0.006 -0.004 0.006
C 4.999 2.776 -2.260 0.018 0.010 -0.011
C 4.870 2.441 -0.931 -0.016 -0.026 0.096
C 3.739 1.732 -0.530 0.049 0.035 -0.099
C 2.719 1.340 -1.412 -0.031 -0.015 -0.015
C 2.929 1.712 -2.748 0.087 0.032 0.072
C 4.047 2.422 -3.187 -0.072 -0.027 -0.068
H 5.644 2.729 -0.229 -0.013 -0.008 -0.001
H 3.665 1.473 0.521 0.002 0.006 0.011
H 2.204 1.437 -3.510 0.004 0.008 -0.010
H 4.184 2.693 -4.228 -0.008 -0.005 0.011